Computed, not measured: 2 unconnected molecules or ions with the total composition C3H10NO at a distorted geometry, with wB97M-V/def2-TZVPD.

```
! wB97M-V def2-TZVPD RIJCOSX def2/J DEFGRID3
* xyz 1 1
C -1.358 2.460 -0.225
C 0.626 -1.149 -0.727
C 0.447 -2.187 0.252
O 1.840 -2.495 0.804
N -0.316 1.652 0.386
H -1.414 3.475 0.247
H -2.376 1.987 -0.163
H 1.394 -0.364 -0.623
H 0.433 -1.421 -1.801
H 0.077 -3.067 -0.272
H -0.219 -2.147 1.130
H 2.435 -1.728 0.784
H -1.015 2.597 -1.264
H -0.189 0.678 0.068
H -0.366 1.709 1.405
*
```

- LUMO energy: -8.66 eV

Mulliken population analysis, charges in e, atoms 1 to 5: -0.696 -0.609 0.120 -0.421 -0.376


Computed, not measured: a molecular structure, C44H37CrNO2P3Se3Te at a distorted geometry, with wB97M-V/def2-TZVPD.

```
! wB97M-V def2-TZVPD RIJCOSX def2/J DEFGRID3
* xyz -1 5
Cr -1.584 -0.400 0.696
Se -3.892 -0.634 1.177
Se -4.336 -0.334 3.430
Te -2.016 -0.530 4.567
Se -1.013 -1.629 2.509
O -3.600 1.201 -2.641
C -2.837 1.318 -1.693
O -2.422 0.333 -0.992
C -2.318 2.687 -1.323
C -2.602 3.708 -2.228
C -2.174 4.998 -2.005
C -1.474 5.297 -0.843
C -1.200 4.301 0.068
C -1.590 2.980 -0.171
P -1.112 1.791 1.134
C -2.062 2.610 2.466
C -3.438 2.681 2.239
C -4.276 3.214 3.200
C -3.752 3.668 4.399
C -2.388 3.604 4.626
C -1.540 3.084 3.664
C 0.648 2.126 1.457
C 1.395 2.718 0.417
C 2.760 3.065 0.406
C 3.746 2.537 1.171
C 3.498 1.366 2.053
C 1.062 1.649 2.675
H -3.158 3.443 -3.115
H -2.382 5.771 -2.729
H -1.142 6.307 -0.651
H -0.661 4.525 0.980
H -3.853 2.308 1.306
H -5.339 3.245 3.022
H -4.409 4.062 5.161
H -1.976 3.950 5.562
H -0.474 3.048 3.841
H 0.837 3.026 -0.462
H 3.044 3.812 -0.331
H 4.744 2.950 1.130
H 4.433 1.067 2.545
H 0.346 1.109 3.294
C 0.456 -3.980 0.397
N 0.364 -2.655 -0.197
P -1.089 -2.089 -0.941
C -1.349 -3.597 -1.948
C -0.312 -3.933 -2.816
C -0.455 -5.000 -3.677
C -1.629 -5.740 -3.668
C -2.649 -5.422 -2.788
C -2.512 -4.348 -1.922
C -0.690 -1.006 -2.398
C 0.221 0.045 -2.464
C 0.223 0.923 -3.534
C -0.714 0.800 -4.544
C -1.647 -0.220 -4.481
C -1.634 -1.110 -3.424
P 1.243 -1.217 0.196
C 2.162 -0.799 1.747
C 2.916 0.246 1.270
C 2.457 1.715 3.202
C 2.669 0.767 4.328
C 2.463 -0.570 4.214
C 2.030 -1.259 3.062
C 2.730 -1.970 -0.616
C 3.020 -1.877 -1.969
C 4.049 -2.630 -2.511
C 4.774 -3.503 -1.719
C 4.476 -3.614 -0.372
C 3.464 -2.852 0.174
H -0.539 -4.429 0.464
H 0.858 -3.913 1.411
H 1.103 -4.627 -0.204
H 0.597 -3.344 -2.815
H 0.340 -5.249 -4.368
H -1.746 -6.569 -4.351
H -3.561 -6.002 -2.783
H -3.308 -4.080 -1.239
H 0.933 0.229 -1.666
H 0.948 1.726 -3.556
H -0.730 1.509 -5.360
H -2.411 -0.306 -5.239
H -2.400 -1.874 -3.371
H 2.917 0.393 0.187
H 2.676 2.738 3.536
H 3.035 1.176 5.260
H 2.567 -1.178 5.104
H 1.627 -2.253 3.220
H 2.451 -1.213 -2.607
H 4.280 -2.540 -3.564
H 5.566 -4.100 -2.150
H 5.026 -4.302 0.256
H 3.244 -2.929 1.229
*
```

- Expectation value of S²: 6.1675
- LUMO energy (spin up / spin down): 1.40 / 1.72 eV

Mulliken population analysis, charges in e, atoms 1 to 5: -0.464 -0.120 -0.391 -0.248 0.016


Computed, not measured: 15 unconnected molecules or ions with the total composition C28H93N7O15 at a distorted geometry, with wB97M-V/def2-TZVPD.

```
! wB97M-V def2-TZVPD RIJCOSX def2/J DEFGRID3
* xyz 0 1
O 7.435 15.940 5.464
H 6.953 16.128 4.659
H 7.904 15.126 5.280
O 2.695 8.431 5.911
H 2.754 7.587 5.465
H 3.605 8.684 6.068
O 5.079 8.820 7.728
H 5.156 7.921 8.048
H 5.895 9.242 7.998
O 4.471 12.006 8.011
H 4.538 12.356 7.122
H 4.988 11.201 7.991
O 7.986 12.524 9.818
H 7.902 13.475 9.748
H 7.648 12.317 10.689
O 7.551 9.884 8.418
H 7.698 10.787 8.699
H 8.422 9.488 8.417
O 2.663 12.751 4.445
H 3.148 12.227 5.083
H 1.775 12.796 4.797
O 3.945 14.263 2.479
H 3.849 13.553 1.844
H 3.418 13.987 3.229
C 4.691 12.771 -0.916
C 4.124 11.649 -0.067
C 5.142 11.144 0.960
O 6.230 10.533 0.266
C 7.201 9.842 1.089
N 2.975 12.252 0.641
H 5.622 12.492 -1.410
H 5.085 13.551 -0.264
H 4.134 13.143 -1.776
H 3.819 10.906 -0.804
H 4.704 10.367 1.586
H 5.537 11.956 1.570
H 7.884 10.476 1.654
H 7.857 9.282 0.422
H 6.729 9.247 1.871
H 2.346 12.700 -0.010
H 2.315 11.605 1.048
C 5.665 10.673 4.747
C 6.387 11.822 5.446
C 7.606 12.236 4.587
O 8.349 13.338 5.102
C 9.128 13.057 6.301
N 5.529 13.017 5.607
H 5.497 10.736 3.672
H 4.714 10.580 5.272
H 6.241 9.771 4.956
H 6.678 11.561 6.464
H 7.262 12.608 3.622
H 8.155 11.311 4.410
H 9.517 13.959 6.774
H 10.055 12.618 5.932
H 8.694 12.360 7.018
H 6.143 13.793 5.810
H 5.307 13.176 4.635
C 10.195 8.656 5.114
C 11.515 8.941 5.725
C 11.865 10.353 6.283
O 11.915 11.306 5.249
C 13.130 11.322 4.508
N 11.801 7.849 6.641
H 9.863 9.364 4.354
H 9.454 8.769 5.906
H 10.107 7.644 4.719
H 12.185 8.746 4.888
H 12.687 10.230 6.989
H 11.039 10.648 6.930
H 13.093 12.201 3.865
H 13.354 10.419 3.940
H 13.930 11.500 5.227
H 12.804 7.890 6.755
H 11.713 6.947 6.196
C 3.612 6.465 0.406
C 4.146 7.430 1.383
C 3.104 8.082 2.324
O 2.194 8.761 1.458
C 1.120 9.414 2.099
N 5.048 6.668 2.160
H 3.077 5.615 0.828
H 4.446 6.002 -0.121
H 2.987 7.020 -0.294
H 4.653 8.247 0.870
H 3.447 8.686 3.165
H 2.508 7.281 2.762
H 0.608 8.585 2.588
H 0.538 9.961 1.357
H 1.376 10.174 2.837
H 5.377 7.128 2.996
H 4.599 5.819 2.471
C 7.636 6.647 6.994
C 7.528 6.149 5.551
C 7.702 4.570 5.417
O 7.296 4.049 4.121
C 7.886 2.790 3.939
N 6.167 6.546 5.263
H 8.647 6.523 7.383
H 6.910 6.150 7.636
H 7.449 7.719 7.051
H 8.186 6.596 4.806
H 7.135 4.051 6.189
H 8.727 4.339 5.706
H 7.515 2.523 2.949
H 7.535 2.009 4.614
H 8.973 2.838 3.888
H 5.491 5.811 5.411
H 5.911 7.329 5.847
C 16.921 15.107 3.885
C 15.672 15.838 4.507
C 14.592 14.813 5.018
O 13.530 15.449 5.664
C 12.738 14.540 6.405
N 16.087 16.873 5.572
H 16.619 14.456 3.065
H 17.456 14.565 4.665
H 17.645 15.781 3.427
H 15.161 16.413 3.735
H 15.212 14.221 5.691
H 14.267 14.131 4.232
H 13.210 14.213 7.331
H 12.500 13.681 5.777
H 11.778 14.942 6.729
H 16.571 17.577 5.033
H 15.265 17.338 5.928
C 10.524 13.251 2.539
C 10.329 14.473 1.631
C 9.174 15.474 1.998
O 7.934 14.961 1.521
C 7.701 15.441 0.146
N 11.560 15.243 1.746
H 9.653 12.596 2.506
H 10.676 13.525 3.583
H 11.402 12.694 2.215
H 10.285 14.235 0.568
H 9.473 16.502 1.792
H 9.047 15.649 3.066
H 6.823 14.882 -0.178
H 8.505 15.328 -0.582
H 7.329 16.453 0.304
H 11.638 16.000 1.082
H 12.303 14.597 1.522
*
```

- LUMO energy: 0.18 eV

Mulliken population analysis, charges in e, atoms 1 to 5: -0.698 0.338 0.136 -0.678 0.301


Computed, not measured: C4H13N3 in the gas phase at a distorted geometry, with wB97M-V/def2-TZVPD.

```
! wB97M-V def2-TZVPD RIJCOSX def2/J DEFGRID3
* xyz 0 1
N -0.788 2.809 0.466
C -1.122 1.461 0.897
C 0.208 0.815 1.384
C 0.995 0.323 0.153
N 0.220 -0.529 -0.717
C 0.765 -1.922 -0.799
N -0.219 -2.834 -1.332
H -0.268 2.701 -0.413
H -1.512 3.410 0.087
H -1.697 0.819 0.233
H -1.736 1.565 1.806
H 0.163 -0.101 1.986
H 0.630 1.616 1.982
H 1.386 1.233 -0.331
H 1.910 -0.205 0.461
H 0.311 -0.299 -1.688
H 1.179 -2.130 0.194
H 1.605 -1.883 -1.503
H -1.072 -2.673 -0.802
H 0.064 -3.795 -1.212
*
```

- SMILES: NCCCNCN
- LUMO energy: 1.08 eV

Mulliken population analysis, charges in e, atoms 1 to 5: -0.628 -0.481 -0.633 -0.784 -0.316


The following E values (in a.u.) correspond, in order, to the records above: -249.844694 -11444.953024 -2634.274886 -324.427625.